No. 1
Density functional theory data (ωB97M-V with the def2-TZVPD basis set) for C29H30BN3O6SiTa as an isolated structure.

Last column: Mulliken charge in e.
Element x y z (Å)
Ta: -0.057 -0.344 -0.763  0.96
O: -2.056 2.370 2.232  -0.67
C: -2.597 3.261 1.372  0.54
C: -3.305 4.324 1.928  -0.64
C: -3.889 5.274 1.119  -0.37
C: -3.780 5.189 -0.268  -0.75
C: -3.075 4.152 -0.831  -0.79
C: -2.465 3.173 -0.031  0.23
C: -1.708 2.098 -0.674  1.22
O: -1.184 1.120 0.046  -0.03
N: -1.564 2.117 -1.965  -0.99
N: -0.889 1.023 -2.428  0.45
C: -1.001 0.754 -3.684  -0.40
C: -0.410 -0.393 -4.329  0.78
C: -0.475 -0.506 -5.721  -0.93
C: 0.055 -1.598 -6.376  -0.76
C: 0.657 -2.613 -5.640  -0.63
C: 0.719 -2.533 -4.260  -0.37
C: 0.187 -1.436 -3.600  0.28
O: 0.235 -1.356 -2.256  -0.21
H: -1.609 1.682 1.720  0.20
H: -3.381 4.376 3.006  0.46
H: -4.437 6.093 1.568  0.40
H: -4.248 5.932 -0.899  0.42
H: -2.980 4.061 -1.903  0.46
H: -1.598 1.427 -4.295  0.45
H: -0.953 0.289 -6.282  0.42
H: 0.003 -1.663 -7.453  0.42
H: 1.077 -3.474 -6.143  0.45
H: 1.181 -3.317 -3.673  0.39
O: 1.528 1.843 -0.801  -0.29
C: 2.026 2.559 0.323  -1.13
C: 1.724 1.849 1.614  0.29
C: 2.320 2.318 2.778  -0.99
C: 1.981 1.739 3.987  -0.73
C: 1.046 0.714 3.998  -0.92
C: 0.524 0.295 2.791  -0.57
N: 0.864 0.837 1.616  1.48
H: 1.599 2.409 -1.574  0.22
H: 1.555 3.546 0.370  0.48
H: 3.107 2.696 0.233  0.55
H: 3.037 3.128 2.734  0.54
H: 2.433 2.086 4.906  0.44
H: 0.734 0.254 4.924  0.54
H: -0.197 -0.514 2.752  0.20
O: -2.287 -1.975 1.036  -0.45
B: -1.005 -1.809 0.566  0.19
O: -0.112 -2.567 1.309  -0.08
C: -0.869 -3.216 2.264  0.38
C: -0.465 -4.075 3.263  -0.91
C: -1.466 -4.576 4.086  -0.67
C: -2.800 -4.219 3.912  -0.47
C: -3.197 -3.345 2.907  -1.09
C: -2.200 -2.856 2.091  0.95
H: 0.575 -4.335 3.405  0.48
H: -1.198 -5.261 4.879  0.42
H: -3.547 -4.627 4.579  0.42
H: -4.230 -3.055 2.773  0.50
C: 2.514 -3.102 -0.434  -1.19
Si: 2.538 -1.209 -0.555  0.79
C: 3.595 -0.603 0.901  -1.12
C: 3.447 -0.694 -2.141  -1.14
H: 3.507 -3.507 -0.645  0.46
H: 1.806 -3.559 -1.129  0.27
H: 2.233 -3.412 0.572  0.26
H: 4.515 -1.191 0.943  0.52
H: 3.088 -0.718 1.860  0.20
H: 3.885 0.443 0.790  0.27
H: 4.448 -1.130 -2.147  0.42
H: 3.560 0.390 -2.210  0.25
H: 2.933 -1.034 -3.043  0.28

Values from the calculation:
- Largest force on an atom: 4.03 eV Å⁻¹
- Highest occupied orbital energy: -10.8 eV
- Kohn-Sham gap: 7.04 eV
- Total charge: +1

=====

No. 2
Density functional theory data (ωB97M-V with the def2-TZVPD basis set) for C10H30CaCl5F4KMg2NO9P2SiTa as an isolated structure.

Last column: Mulliken charge in e.
Element x y z (Å)
C: 5.741 1.127 -0.724  -0.92
Si: 4.171 0.266 -1.533  0.36
C: 4.508 0.350 -3.461  -0.65
C: 4.217 -1.570 -0.857  -0.76
Ta: 2.078 1.603 -0.763  0.17
C: 0.669 0.634 -2.323  -0.70
C: 0.158 -0.881 -1.963  0.10
O: 1.218 -1.912 -1.977  -0.51
C: -0.899 -1.319 -3.182  0.64
F: -2.297 -1.514 -2.676  -0.21
F: -0.500 -2.623 -3.813  -0.23
F: -0.994 -0.277 -4.251  -0.26
H: 6.337 0.350 -0.057  0.33
H: 6.440 1.529 -1.590  0.35
H: 5.344 2.031 -0.075  0.14
H: 4.696 1.505 -3.679  0.04
H: 3.596 -0.018 -4.095  0.30
H: 5.518 -0.204 -3.685  0.29
H: 3.929 -2.258 -1.785  0.31
H: 5.253 -1.854 -0.394  0.37
H: 3.312 -1.667 -0.098  0.14
H: 1.646 0.350 0.565  -0.13
H: 3.152 2.504 0.471  -0.11
H: 2.517 2.888 -2.067  -0.39
H: 0.666 2.729 -0.263  -0.16
H: -0.299 1.329 -2.382  0.46
H: 1.214 0.709 -3.373  0.26
H: -0.455 -0.980 -0.971  0.17
H: 1.309 -2.311 -1.041  0.37
Ca: 3.803 3.730 -2.283  1.34
Cl: 7.403 -0.390 -1.743  -0.15
C: -4.625 -0.633 -0.784  -0.47
O: -5.684 -1.528 -0.491  -0.34
P: -6.898 -1.666 -1.716  1.10
O: -7.199 -0.165 -1.622  -0.64
O: -7.872 -2.480 -0.663  -0.38
C: -8.150 -1.906 0.602  -0.61
O: -8.111 -1.804 -2.941  -0.25
C: -8.160 -3.078 -3.555  -0.67
H: -3.765 -0.896 -0.162  0.18
H: -4.338 -0.713 -1.837  0.22
H: -4.924 0.392 -0.550  0.23
H: -8.044 -0.818 0.600  0.32
H: -7.469 -2.332 1.344  0.22
H: -9.174 -2.154 0.881  0.25
H: -8.404 -3.848 -2.820  0.29
H: -7.197 -3.301 -4.021  0.28
H: -8.935 -3.067 -4.326  0.24
N: 2.626 4.321 2.338  -0.29
H: 3.103 3.425 2.493  0.10
H: 2.368 4.732 3.243  0.37
H: 3.254 4.961 1.838  0.33
H: 1.779 4.166 1.778  0.29
C: 2.926 2.063 5.395  0.16
Cl: 2.853 0.895 6.738  0.01
Cl: 3.571 3.613 5.990  -0.08
Cl: 3.991 1.429 4.114  -0.09
Cl: 1.290 2.314 4.736  0.42
O: 0.935 -1.743 5.710  -0.37
P: 0.526 -1.941 7.179  0.83
O: 1.786 -1.983 8.060  -0.43
O: -0.245 -3.264 7.323  -0.42
O: -0.371 -0.774 7.623  -0.42
Mg: 9.826 -0.355 -2.450  0.83
F: -2.774 0.385 0.658  -0.79
K: -0.974 0.736 1.014  0.68
Mg: -0.974 3.163 4.346  -0.06

Values from the calculation:
- Largest force on an atom: 10.31 eV Å⁻¹
- Highest occupied orbital energy: -11.0 eV
- Kohn-Sham gap: 0.96 eV
- Total charge: +2

=====

No. 3
Density functional theory data (ωB97M-V with the def2-TZVPD basis set) for a 11-piece molecular cluster, C37H99N5O17 overall.

Last column: Mulliken charge in e.
Element x y z (Å)
C: -1.462 3.575 -0.540  -2.13
C: -0.690 4.604 0.265  1.88
C: 0.489 5.293 -0.535  -1.70
C: -1.619 5.712 0.710  -1.15
C: -1.154 6.558 1.916  -0.72
C: -0.893 5.591 3.126  -1.29
C: 0.138 4.458 2.746  1.95
C: 1.586 4.942 2.840  -1.58
C: 0.094 3.431 3.923  -2.38
N: -0.168 3.803 1.441  -0.47
O: 0.717 2.766 1.193  3.34
H: -2.141 2.979 0.070  0.27
H: -2.074 4.001 -1.334  0.51
H: -0.806 2.907 -1.100  0.23
H: 0.887 6.115 0.060  0.34
H: 1.276 4.547 -0.650  0.01
H: 0.189 5.538 -1.554  0.49
H: -1.679 6.417 -0.119  0.41
H: -2.562 5.306 1.078  0.39
H: -0.269 7.136 1.649  0.33
H: -1.966 7.234 2.185  0.42
H: -1.803 5.404 3.696  0.39
H: -0.387 6.222 3.856  0.42
H: 1.658 5.867 3.413  0.34
H: 2.005 5.198 1.867  0.26
H: 2.355 4.266 3.214  0.30
H: 0.730 2.554 3.805  0.07
H: -0.912 3.012 3.908  0.43
H: 0.180 3.900 4.903  0.53
H: 0.108 2.052 1.396  -0.45
C: 3.114 -2.683 -6.699  -0.85
O: 2.467 -2.031 -5.607  -0.21
C: 2.797 -2.720 -4.378  -1.16
C: 2.152 -2.033 -3.209  1.93
C: 2.682 -2.533 -1.854  -1.44
N: 0.666 -2.230 -3.205  -0.67
H: 4.139 -2.313 -6.721  0.34
H: 2.669 -2.378 -7.647  0.24
H: 3.229 -3.763 -6.613  0.31
H: 2.504 -3.767 -4.457  0.46
H: 3.863 -2.756 -4.152  0.44
H: 2.265 -0.951 -3.273  -0.48
H: 3.751 -2.724 -1.944  0.45
H: 2.143 -3.296 -1.293  0.36
H: 2.596 -1.706 -1.150  -0.02
H: 0.369 -1.663 -3.986  0.18
H: 0.251 -1.886 -2.351  0.04
C: 0.898 1.486 -3.156  -1.29
O: -0.167 1.004 -3.899  0.50
C: -0.039 1.165 -5.295  -1.16
C: -0.032 2.644 -5.851  0.74
C: -1.176 3.560 -5.409  -1.12
N: 0.056 2.524 -7.326  -0.72
H: 0.899 2.565 -3.001  0.55
H: 1.869 1.278 -3.605  0.71
H: 0.912 1.065 -2.150  -0.62
H: 0.817 0.617 -5.688  0.33
H: -0.947 0.778 -5.758  0.47
H: 0.903 3.066 -5.483  0.16
H: -1.284 3.450 -4.330  0.04
H: -2.165 3.304 -5.791  0.33
H: -0.973 4.612 -5.609  0.39
H: 0.426 3.307 -7.846  0.26
H: 0.690 1.779 -7.577  0.23
C: 3.089 0.931 1.735  -0.36
O: 3.871 1.183 0.570  -0.54
C: 3.428 2.325 -0.225  0.03
C: 4.362 2.433 -1.450  0.06
C: 4.105 3.731 -2.254  -1.25
N: 4.103 1.238 -2.245  -0.49
H: 3.227 1.814 2.358  0.27
H: 3.608 0.110 2.230  0.23
H: 2.055 0.605 1.620  -0.19
H: 2.484 2.004 -0.664  -0.21
H: 3.386 3.261 0.332  0.30
H: 5.422 2.271 -1.252  0.60
H: 5.074 4.152 -2.522  0.32
H: 3.715 4.427 -1.511  0.30
H: 3.382 3.591 -3.058  0.21
H: 4.637 1.142 -3.097  0.22
H: 4.523 0.457 -1.763  0.24
C: -3.995 0.678 -4.102  -0.52
O: -4.069 -0.770 -4.130  -0.49
C: -2.975 -1.331 -3.444  1.54
C: -2.993 -2.821 -3.714  0.42
C: -4.358 -3.428 -3.471  -1.41
N: -1.967 -3.501 -2.982  -0.72
H: -4.695 0.992 -4.877  0.31
H: -2.986 1.029 -4.316  0.09
H: -4.379 1.154 -3.199  0.26
H: -1.999 -0.920 -3.703  -0.41
H: -3.165 -1.081 -2.400  -0.71
H: -2.764 -2.989 -4.767  0.40
H: -4.501 -4.454 -3.813  0.41
H: -5.084 -2.978 -4.148  0.32
H: -4.744 -3.378 -2.453  0.20
H: -1.949 -3.193 -2.020  0.05
H: -1.014 -3.203 -3.136  0.70
O: -0.717 0.405 1.513  -0.33
C: -0.402 -1.013 1.615  2.04
C: 0.146 -1.528 0.282  -0.72
O: -0.874 -1.419 -0.721  0.33
H: -1.276 0.571 2.276  -0.19
H: 0.433 -1.137 2.305  -0.60
H: -1.270 -1.660 1.742  -1.18
H: 0.474 -2.567 0.263  0.28
H: 1.027 -1.009 -0.096  -0.47
H: -1.010 -0.473 -0.815  -0.35
O: -2.231 -2.829 3.740  0.10
C: -2.939 -3.998 3.537  -0.25
C: -4.149 -3.847 4.357  -0.92
O: -5.068 -3.016 3.742  -0.50
H: -2.711 -2.166 3.239  -0.16
H: -3.190 -4.161 2.489  0.26
H: -2.412 -4.776 4.088  0.46
H: -3.930 -3.484 5.361  0.32
H: -4.697 -4.787 4.427  0.41
H: -5.809 -2.814 4.318  0.29
O: 0.768 -7.217 2.388  -0.56
C: 0.156 -6.010 2.153  -0.57
C: 1.045 -4.850 2.675  0.39
O: 2.375 -4.918 2.311  -0.55
H: 0.114 -7.914 2.477  0.32
H: 0.060 -5.929 1.070  0.39
H: -0.899 -5.825 2.358  0.29
H: 1.144 -4.892 3.759  0.24
H: 0.582 -3.889 2.450  -0.39
H: 2.477 -5.845 2.086  0.36
O: 4.229 -0.128 4.917  -0.51
C: 3.861 -1.425 5.303  -0.75
C: 3.119 -2.194 4.208  0.62
O: 3.986 -2.839 3.279  -0.61
H: 5.075 -0.191 4.469  0.33
H: 4.691 -2.011 5.700  0.40
H: 3.134 -1.244 6.095  0.19
H: 2.497 -1.557 3.579  -0.38
H: 2.372 -2.842 4.665  0.24
H: 3.538 -3.637 2.989  0.46
O: -5.045 -2.802 1.023  -0.68
C: -4.030 -2.114 0.346  0.52
C: -4.045 -0.725 0.890  -0.23
O: -3.699 -0.755 2.314  -0.43
H: -5.014 -2.622 1.966  0.36
H: -3.038 -2.554 0.453  -0.21
H: -4.263 -2.125 -0.718  -0.01
H: -5.019 -0.261 0.734  0.71
H: -3.293 -0.147 0.354  -0.24
H: -4.249 -0.066 2.694  0.19
O: -0.989 0.241 4.338  -0.30
C: 0.085 -0.037 5.222  0.04
C: -0.082 -1.402 5.954  -1.09
O: -0.037 -2.562 5.203  -0.45
H: -1.825 0.125 4.794  0.18
H: 1.033 0.002 4.687  -0.18
H: 0.165 0.789 5.929  0.46
H: -1.077 -1.342 6.395  0.48
H: 0.558 -1.443 6.836  0.43
H: -0.856 -2.771 4.749  0.35

Values from the calculation:
- Largest force on an atom: 3.71 eV Å⁻¹
- Highest occupied orbital energy: -7.8 eV
- Kohn-Sham gap: 7.74 eV
- Total charge: 0

=====

No. 4
Density functional theory data (ωB97M-V with the def2-TZVPD basis set) for a 2-piece molecular cluster, C4H14N2O overall.

Last column: Mulliken charge in e.
Element x y z (Å)
C: 1.994 -0.564 -1.354  -2.70
C: 0.896 -0.418 -0.283  0.89
C: 0.580 1.072 -0.040  -0.50
C: -0.852 1.498 -0.477  -0.88
N: -1.582 2.354 0.456  -0.79
N: 1.359 -1.025 0.963  -0.67
H: 1.611 -0.440 -2.379  0.61
H: 2.917 -0.050 -1.101  0.47
H: 2.214 -1.638 -1.491  1.06
H: 0.096 -1.059 -0.651  -1.13
H: 1.311 1.571 -0.672  0.11
H: 0.775 1.379 0.981  0.52
H: -0.715 2.103 -1.359  0.51
H: -1.390 0.587 -0.722  0.61
H: -0.908 2.967 0.891  0.24
H: -2.032 1.827 1.192  0.31
H: 2.141 -0.584 1.415  0.25
H: 1.560 -2.016 0.880  0.58
H: -2.138 -1.850 1.350  0.46
H: -1.676 -2.172 -0.135  0.30
O: -2.231 -2.437 0.597  -1.25

Values from the calculation:
- Largest force on an atom: 2.20 eV Å⁻¹
- Highest occupied orbital energy (spin up / spin down): 1.2 / -5.4 eV
- Kohn-Sham gap (spin up / spin down): 2.70 / 9.11 eV
- Expectation value of S²: 0.751
- Total charge: -1
- Spin multiplicity: 2

=====

Question: Number 1 is which compound?
Answer: C29H30BN3O6SiTa

=====

Question: The lowest total charge belongs to which entry?
Answer: C4H14N2O

=====

Question: The lowest total charge belongs to which entry?
Answer: C4H14N2O